The following is a DFT calculation (wB97M-V/def2-TZVPD) of a cluster of 5 separate species, C34H75NO4S in total in a non-equilibrium geometry.

The geometry in XYZ format:
```
115
Properties=species:S:1:pos:R:3:mulliken_charge:R:1
C 0.28609 -2.90197 -0.92331 -1.10
C 1.27513 -1.84217 -0.46152 -0.76
N 0.62863 -0.55175 -0.16514 0.47
C -0.27460 -0.67721 0.97314 -0.87
C -0.96955 0.61655 1.39092 -1.01
C -2.30995 0.91326 0.69510 0.57
C -3.51328 0.22440 1.36039 -1.22
C -3.79608 -1.19266 0.87288 -0.42
S -3.89979 -1.20751 -0.91511 1.26
O -5.23002 -1.45163 -1.30985 -0.69
O -2.97570 -2.17804 -1.38396 -0.62
O -3.53567 0.26185 -1.37432 -0.46
C -2.26771 0.69142 -0.81907 -0.63
C 1.66793 0.41474 0.06897 0.25
C 1.46166 1.76948 -0.56885 -0.92
O 2.63342 0.20446 0.71048 -0.56
H -0.09943 -3.52621 -0.13029 0.31
H 0.81180 -3.52326 -1.63618 0.48
H -0.49774 -2.42526 -1.49094 0.20
H 1.90412 -2.19400 0.35176 0.37
H 1.95562 -1.67132 -1.28655 0.49
H 0.27197 -1.06117 1.84155 0.61
H -1.03232 -1.41858 0.76250 0.17
H -0.33852 1.49123 1.30623 0.38
H -1.19404 0.51853 2.44544 0.37
H -2.50212 1.96767 0.84982 0.36
H -3.43330 0.29476 2.43574 0.37
H -4.38755 0.80697 1.09509 0.46
H -4.78818 -1.46730 1.19629 0.11
H -3.09808 -1.92296 1.25024 0.44
H -1.49361 0.00600 -1.14745 0.38
H -2.05183 1.64063 -1.28200 0.26
H 1.11634 2.49491 0.15432 0.37
H 0.68082 1.68193 -1.31535 0.26
H 2.34513 2.10614 -1.09278 0.21
C -10.26590 -1.71914 5.49668 -1.19
C -9.91417 -2.69891 4.38079 -0.39
C -8.42056 -2.74886 4.06529 -0.78
C -7.82311 -1.43543 3.55831 -0.40
C -8.48196 -0.86839 2.30151 -0.41
C -8.35750 -1.78320 1.08627 -1.01
H -10.00949 -0.69283 5.22957 0.28
H -11.33641 -1.74510 5.70540 0.38
H -9.73898 -1.97424 6.41851 0.29
H -10.48409 -2.44986 3.48169 0.23
H -10.23744 -3.69966 4.67882 0.37
H -8.24097 -3.53848 3.33022 0.32
H -7.87696 -3.05142 4.96624 0.38
H -6.75710 -1.59500 3.35985 0.15
H -7.86963 -0.68367 4.35177 0.34
H -8.00964 0.09010 2.06745 0.34
H -9.53630 -0.64971 2.49073 0.30
H -7.30819 -1.97714 0.85341 0.15
H -8.81267 -1.31772 0.21172 0.39
H -8.85600 -2.74023 1.24703 0.28
C -2.75665 -6.80980 -1.94674 -1.37
C -1.28117 -6.50727 -1.70424 0.17
C -0.36535 -7.70422 -1.95302 -0.85
C -0.61148 -8.90743 -1.04149 -0.72
C -0.49985 -8.61588 0.45401 -0.34
C 0.89015 -8.15124 0.87930 -1.14
H -3.12810 -7.58132 -1.27005 0.31
H -3.36047 -5.91523 -1.78752 0.36
H -2.92097 -7.14628 -2.97249 0.32
H -1.14732 -6.13099 -0.68596 0.07
H -0.97832 -5.69542 -2.37069 0.30
H 0.67490 -7.37953 -1.85462 0.32
H -0.47866 -8.02860 -2.99238 0.38
H 0.10377 -9.69335 -1.30466 0.39
H -1.60158 -9.32402 -1.24693 0.31
H -0.74676 -9.52875 1.00277 0.36
H -1.24245 -7.87079 0.75222 0.24
H 1.64395 -8.90069 0.62935 0.30
H 0.92599 -7.98719 1.95752 0.37
H 1.16805 -7.21334 0.39573 0.24
C 7.33069 4.30928 -4.11034 -0.97
C 6.16737 4.22728 -5.09511 -0.37
C 5.14767 5.35131 -4.92184 -0.92
C 4.44281 5.37633 -3.56538 -0.43
C 3.69819 4.09639 -3.19371 0.16
C 2.55515 3.75967 -4.14844 -1.41
H 6.99343 4.21578 -3.07648 0.09
H 8.04591 3.50637 -4.29503 0.39
H 7.85996 5.25899 -4.21226 0.30
H 5.67876 3.25319 -5.00450 0.25
H 6.56493 4.27493 -6.11227 0.36
H 4.40280 5.28017 -5.71977 0.32
H 5.64940 6.31299 -5.06845 0.42
H 3.73635 6.21266 -3.55915 0.45
H 5.17334 5.59576 -2.78055 -0.11
H 3.28570 4.21910 -2.18747 0.17
H 4.39222 3.25269 -3.13920 0.32
H 1.82670 4.57243 -4.18286 0.34
H 2.03737 2.85715 -3.81803 0.34
H 2.91388 3.57837 -5.16244 0.33
C 8.54040 7.33244 1.54246 -1.18
C 7.94414 6.13912 2.28358 -0.43
C 7.50958 5.00507 1.35702 -0.93
C 6.40498 5.36901 0.36405 -0.32
C 5.11330 5.89028 0.99108 -0.46
C 4.42347 4.87064 1.89339 -1.22
H 7.81627 7.79302 0.86870 0.27
H 8.86406 8.09880 2.24840 0.38
H 9.40970 7.03016 0.95485 0.29
H 7.10254 6.47240 2.89704 0.24
H 8.69224 5.74937 2.97888 0.37
H 7.18708 4.15536 1.96551 0.35
H 8.37932 4.65377 0.79273 0.39
H 6.17350 4.48249 -0.23647 0.26
H 6.78129 6.11727 -0.34023 0.36
H 4.42612 6.16572 0.18572 0.32
H 5.30661 6.80756 1.55392 0.32
H 4.18196 3.96071 1.33921 0.28
H 3.49214 5.27892 2.28975 0.39
H 5.04843 4.59532 2.74406 0.30
```

HOMO-LUMO gap (Ha): 0.3628
Structure (SMILES): CCN(CC[C@@H]1CCS(=O)(=O)OC1)C(C)=O.CCCCCC.CCCCCC.CCCCCC.CCCCCC
Lowest unoccupied orbital energy (eV): 0.46

=====

The following is a DFT calculation (wB97M-V/def2-TZVPD) of a cluster of 9 separate species, C34H40Cl10N4O8 in total in a non-equilibrium geometry.

The geometry in XYZ format:
```
96
Properties=species:S:1:pos:R:3:mulliken_charge:R:1
O -3.22200 5.58035 -28.09213 -0.58
N -3.56899 6.69301 -28.57058 0.95
O -4.63032 6.91851 -29.06769 -0.57
C -2.64613 7.84339 -28.54764 -0.11
C -2.89302 9.04020 -29.18262 -0.10
C -1.96217 10.10561 -29.16235 -0.61
C -0.81339 9.99324 -28.38364 -0.23
C -0.47651 8.78920 -27.75314 -0.64
C -1.41712 7.74214 -27.81456 -0.14
H -3.86175 9.14014 -29.64949 0.42
H -2.19762 11.08548 -29.55070 0.35
H -0.18622 10.86862 -28.30140 0.40
H 0.49185 8.65094 -27.29538 0.42
H -1.22688 6.76768 -27.38955 0.45
O 3.34870 21.31125 -13.77803 -0.57
N 2.80613 20.22892 -13.63721 0.95
O 2.11224 19.98563 -12.62983 -0.57
C 2.90644 19.24107 -14.71743 0.02
C 3.61335 19.49672 -15.90901 -0.26
C 3.59889 18.50944 -16.94438 -0.49
C 3.11196 17.22260 -16.69386 -0.34
C 2.39643 16.96856 -15.54276 -0.49
C 2.30740 17.97941 -14.56923 -0.15
H 4.14738 20.41140 -16.12011 0.41
H 4.12628 18.74636 -17.85659 0.36
H 3.21188 16.44722 -17.43896 0.36
H 2.03036 15.96554 -15.38041 0.38
H 1.75795 17.70818 -13.67989 0.39
O 1.41086 13.47852 -23.03811 -0.57
N 2.39430 13.11946 -23.67295 0.98
O 2.60589 11.99467 -24.10282 -0.58
C 3.43304 14.15285 -23.97170 0.07
C 4.42607 13.86829 -24.89980 -0.26
C 5.34681 14.89661 -25.27267 -0.56
C 5.31693 16.10094 -24.53934 -0.28
C 4.34819 16.38686 -23.64836 -0.53
C 3.39643 15.39438 -23.33594 -0.20
H 4.46764 12.97934 -25.51170 0.42
H 6.11608 14.77452 -26.02082 0.37
H 6.09983 16.80599 -24.77677 0.35
H 4.33288 17.33994 -23.14063 0.38
H 2.67685 15.64554 -22.57074 0.40
O 10.98997 7.01414 -27.64983 -0.50
N 10.37624 6.17499 -26.97433 0.79
O 10.86121 5.12741 -26.55697 -0.50
C 8.95859 6.56147 -26.63804 0.29
C 7.92855 5.65509 -26.70944 -0.25
C 6.70563 5.88306 -26.10243 -0.47
C 6.43857 7.09159 -25.45366 -0.35
C 7.45701 8.04718 -25.32029 -0.65
C 8.69229 7.77626 -25.97392 -0.22
H 8.06848 4.67982 -27.15176 0.35
H 5.96597 5.10227 -26.00410 0.35
H 5.44948 7.20430 -25.03483 0.41
H 7.21509 8.91124 -24.71923 0.39
H 9.49902 8.48157 -25.83938 0.37
Cl 8.90936 24.71543 -21.08546 -0.16
C 7.24880 24.14587 -20.75540 -0.48
C 7.09044 22.60684 -20.57254 -0.36
Cl 7.87351 21.75156 -21.91594 -0.19
H 6.67486 24.49178 -21.61508 0.30
H 6.92492 24.71987 -19.88722 0.32
H 6.12012 22.11301 -20.52061 0.31
H 7.63918 22.43407 -19.64671 0.26
Cl -4.36735 14.71591 -18.99250 -0.19
C -3.41697 15.88166 -19.87988 -0.32
C -4.35666 16.79471 -20.57087 -0.45
Cl -3.44079 17.56815 -21.92217 -0.22
H -2.84692 15.46258 -20.70904 0.28
H -2.79368 16.41675 -19.16343 0.28
H -4.87349 17.57146 -20.00727 0.34
H -5.11536 16.23478 -21.11764 0.29
Cl 13.57691 15.54513 -27.86244 -0.19
C 13.20739 14.52611 -29.28923 -0.40
C 11.70848 14.03272 -29.08884 -0.46
Cl 11.16529 13.07074 -30.52440 -0.21
H 13.91364 13.69820 -29.35114 0.31
H 13.33038 15.09977 -30.20787 0.31
H 11.04292 14.88162 -28.93235 0.33
H 11.54838 13.30870 -28.28993 0.31
Cl 1.32934 6.64965 -22.05201 -0.18
C 1.13007 7.12187 -20.35939 -0.43
C 1.80559 8.48925 -20.06186 -0.39
Cl 2.07966 8.75263 -18.28286 -0.21
H 1.44741 6.31254 -19.70183 0.33
H 0.05637 7.23857 -20.21232 0.28
H 1.20447 9.29361 -20.48585 0.31
H 2.79280 8.53797 -20.52135 0.29
Cl -4.04838 7.46351 -23.13376 -0.20
C -4.98920 8.92657 -23.44902 -0.46
C -4.13666 10.17952 -23.68627 -0.35
Cl -5.16414 11.52072 -24.27706 -0.20
H -5.63782 8.99609 -22.57578 0.33
H -5.48402 8.51517 -24.32879 0.29
H -3.28781 9.98787 -24.34265 0.30
H -3.64992 10.46952 -22.75509 0.30
```

HOMO-LUMO gap (Ha): 0.3382
Structure (SMILES): O=[N+]([O-])c1ccccc1.O=[N+]([O-])c1ccccc1.O=[N+]([O-])c1ccccc1.O=[N+]([O-])c1ccccc1.ClCCCl.ClCCCl.ClCCCl.ClCCCl.ClCCCl
Lowest unoccupied orbital energy (eV): -0.88
Energy relative to the best compared isomer or geometry (same formula, charge and spin) (kcal/mol): 60.4

=====

The following is a DFT calculation (wB97M-V/def2-TZVPD) of the molecule C6H6N2 in a non-equilibrium geometry.

The geometry in XYZ format:
```
14
Properties=species:S:1:pos:R:3:nbo_charge:R:1
C 0.66518 0.18019 1.01453 -0.18
C -0.78242 0.05114 -0.93171 -0.18
C 1.70127 -0.35317 0.32448 -0.22
C 0.24528 -0.45148 -1.67378 -0.21
C -0.71590 0.22841 0.50795 -0.50
C 1.53027 -0.72349 -1.04448 -0.09
N 3.37239 -1.45171 -2.64594 0.00
N 2.53119 -1.14659 -1.88117 0.05
H 0.76813 0.58166 2.01621 0.21
H -1.69400 0.30098 -1.46342 0.21
H 2.66401 -0.42501 0.81508 0.23
H 0.21373 -0.71989 -2.74915 0.22
H -1.29755 -0.54295 1.10479 0.22
H -1.47267 1.08637 0.63038 0.23
```

HOMO-LUMO gap (Ha): 0.2861
Lowest unoccupied orbital energy (eV): 0.69
Energy relative to the best compared isomer or geometry (same formula, charge and spin) (kcal/mol): 58.7

=====

The following is a DFT calculation (wB97M-V/def2-TZVPD) of a structure of composition F6Li2N3O12S6 in a non-equilibrium geometry.

The geometry in XYZ format:
```
29
Properties=species:S:1:pos:R:3:nbo_charge:R:1
Li -0.21611 0.04491 0.07250 0.86
Li 0.48162 1.56250 1.97286 0.95
N -0.91468 -0.94506 -1.45314 -0.87
S -0.12321 -2.44578 -1.80852 2.26
O 1.23013 -2.52564 -2.30376 -0.73
O -1.05833 -3.56813 -2.16620 -0.72
F 0.17905 -2.70122 -0.20574 -0.47
S -0.59316 -0.35395 -2.79729 2.39
O -1.19686 -1.11568 -3.91932 -0.65
O 0.65150 0.31537 -2.90616 -0.70
F -1.58088 0.83521 -2.69966 -0.46
N -1.25062 0.66048 1.63355 -1.34
S -2.48769 1.78363 1.53014 2.41
O -2.64607 2.67285 2.60719 -0.86
O -3.70768 1.34423 0.86013 -0.83
F -1.77385 2.64488 0.45348 -0.49
S -2.14144 -0.44077 2.23876 2.40
O -2.71747 -1.28507 1.18440 -0.88
O -2.81474 -0.39700 3.52822 -0.81
F -0.82624 -1.33642 2.58130 -0.52
N 1.59413 0.51199 0.64728 -1.31
S 2.47595 1.67828 -0.26265 2.36
O 3.06672 1.32381 -1.54846 -0.79
O 3.11741 2.68299 0.53335 -0.84
F 1.12077 2.35153 -0.70430 -0.51
S 2.79918 -0.43697 0.61168 2.38
O 3.94610 -0.09595 1.48129 -0.86
O 3.18636 -1.09975 -0.62475 -0.85
F 2.20012 -1.66527 1.46384 -0.49
```

HOMO-LUMO gap (spin up / spin down) (Ha): 0.3447 / 0.1560
Expectation value of S²: 0.76
Lowest unoccupied orbital energy (spin up / spin down) (eV): -2.28 / -7.41
Energy relative to the best compared isomer or geometry (same formula, charge and spin) (kcal/mol): 0.0
2S+1: 2

=====

The following is a DFT calculation (wB97M-V/def2-TZVPD) of a cluster of 2 separate species, C4H10 in total in a non-equilibrium geometry.

The geometry in XYZ format:
```
14
Properties=species:S:1:pos:R:3:nbo_charge:R:1
C -2.24939 0.07708 1.50373 -0.37
C -1.32313 0.44502 2.37054 -0.39
H -3.32674 0.08957 1.61716 0.19
H -1.99762 -0.21915 0.49060 0.18
H -0.30308 0.62944 2.04415 0.20
H -1.58476 0.92503 3.30866 0.19
C 1.83486 -0.08601 -0.84634 -0.61
C 0.85275 -0.39203 -1.96476 -0.60
H 1.82768 0.97122 -0.59400 0.20
H 1.57995 -0.68884 0.02241 0.20
H 2.85472 -0.21801 -1.18803 0.20
H -0.17644 -0.27097 -1.63859 0.20
H 0.93640 -1.43934 -2.25934 0.20
H 1.07481 0.17699 -2.86619 0.20
```

HOMO-LUMO gap (Ha): 0.4204
Structure (SMILES): C=C.CC
Lowest unoccupied orbital energy (eV): 1.17
Energy relative to the best compared isomer or geometry (same formula, charge and spin) (kcal/mol): 32.4

=====

The following is a DFT calculation (wB97M-V/def2-TZVPD) of a cluster of 2 separate species, C10H22IN2 in total in a non-equilibrium geometry.

The geometry in XYZ format:
```
35
Properties=species:S:1:pos:R:3:nbo_charge:R:1
C 0.09256 2.92421 -0.34383 -0.72
C 1.35098 2.16954 -0.62287 0.56
C 2.69545 2.85478 -0.43999 -0.70
C 1.57788 -2.36231 -1.69489 -0.63
C -2.99391 1.00603 2.34201 -0.65
C 1.37105 0.85364 -1.08590 -0.60
C 1.99824 -1.63527 -0.45793 -0.37
C -0.94640 -0.04726 1.28490 -0.12
C 1.15491 -0.33698 0.01029 0.07
C -2.20635 0.37258 1.13740 -0.14
N -2.31596 -2.65156 0.68525 -1.11
N -0.16261 -0.69144 0.26911 -0.62
I -3.28523 0.03955 -0.68597 0.17
H 0.12235 3.81018 -0.98715 0.28
H 0.08770 3.23863 0.62892 0.27
H 3.28012 2.35489 0.19052 0.25
H 2.57746 3.88565 -0.08608 0.24
H 3.16918 2.90389 -1.40047 0.27
H 0.73091 -3.07948 -1.46712 0.23
H 2.37694 -3.08938 -1.86348 0.24
H 1.37836 -1.65250 -2.53385 0.21
H -2.52478 0.66258 3.31178 0.23
H -4.03954 0.67663 2.26765 0.24
H -2.85605 2.07690 2.14990 0.23
H 0.48994 0.71246 -1.63550 0.28
H 2.39183 0.62464 -1.59595 0.27
H 2.14067 -2.28651 0.33505 0.23
H 3.02463 -1.23301 -0.60024 0.19
H -0.37492 0.10716 2.23672 0.21
H -0.85323 2.35305 -0.65156 0.26
H 1.51329 0.11422 0.85348 0.20
H -3.23154 -2.39021 1.11362 0.36
H -1.70691 -2.35304 1.48818 0.37
H -2.39394 -3.76453 0.56864 0.39
H -0.86732 -1.01736 -0.33731 0.43
```

HOMO-LUMO gap (spin up / spin down) (Ha): 0.2219 / 0.2218
Lowest unoccupied orbital energy (spin up / spin down) (eV): -5.34 / -5.34
Energy relative to the best compared isomer or geometry (same formula, charge and spin) (kcal/mol): 0.0
Total charge: +1

=====

The following is a DFT calculation (wB97M-V/def2-TZVPD) of a cluster of 2 separate species, C4H11NO in total in a non-equilibrium geometry.

The geometry in XYZ format:
```
17
Properties=species:S:1:pos:R:3:nbo_charge:R:1
C -1.49462 -0.99207 1.05574 -0.73
C -0.82898 0.21277 1.62014 0.67
N -1.37093 1.40580 1.27025 -0.83
O 0.15365 0.12755 2.32677 -0.61
H -2.47241 -0.87013 0.57489 0.21
H -1.53510 -1.85537 1.72167 0.25
H -0.86553 -1.39797 0.25041 0.24
H -0.97328 2.22378 1.69840 0.40
H -2.14666 1.51459 0.64513 0.40
C 1.08942 -0.46567 -1.91664 -0.60
C 1.77018 0.36622 -0.83575 -0.61
H 0.35254 0.06120 -2.50535 0.20
H 1.82512 -0.82336 -2.64903 0.20
H 0.59443 -1.33559 -1.49306 0.19
H 2.44661 -0.23102 -0.24294 0.21
H 1.09686 0.91678 -0.18350 0.21
H 2.35870 1.14251 -1.33713 0.20
```

HOMO-LUMO gap (Ha): 0.3953
Structure (SMILES): CC(N)=O.CC
Lowest unoccupied orbital energy (eV): 0.86
Energy relative to the best compared isomer or geometry (same formula, charge and spin) (kcal/mol): 3.7

=====

The following is a DFT calculation (wB97M-V/def2-TZVPD) of a structure of composition C4H7I in a non-equilibrium geometry.

The geometry in XYZ format:
```
12
Properties=species:S:1:pos:R:3:nbo_charge:R:1
C 1.95558 0.83069 0.62368 -0.48
C -0.42613 -0.91711 1.56843 -0.43
C 0.23756 -0.00213 0.76062 0.07
C -0.51754 0.67920 -0.38757 -0.67
I 1.86339 2.99102 0.90625 0.08
H 2.52175 0.38453 1.30970 0.18
H 2.34347 0.75895 -0.40779 0.22
H -0.02623 -1.46422 2.30862 0.19
H -1.53534 -1.04946 1.55635 0.21
H -1.47199 0.15833 -0.60823 0.21
H -0.02409 0.66878 -1.25969 0.21
H -0.83964 1.75248 -0.12304 0.22
```

HOMO-LUMO gap (Ha): 0.3534
Lowest unoccupied orbital energy (eV): 0.20
Energy relative to the best compared isomer or geometry (same formula, charge and spin) (kcal/mol): 42.8

=====

Number 1: calculated total energy -2094.34208 Eh. Number 2: calculated total energy -6741.98656 Eh. Number 3: calculated total energy -341.62896 Eh. Number 4: calculated total energy -4070.31180 Eh. Number 5: calculated total energy -158.35119 Eh. Number 6: calculated total energy -801.04996 Eh. Number 7: calculated total energy -289.01109 Eh. Number 8: calculated total energy -454.18677 Eh.